(1)
This record from the OMol25 dataset describes a 2-piece molecular cluster, C15H35BBrClN2O6P2S overall. The level of theory is ωB97M-V/def2-TZVPD.

ORCA input file:
```
! RIJCOSX wB97M-V def2-TZVPD def2/J DEFGRID3
* xyz 1 2
C -1.47732 2.80505 1.83425
N -0.61086 2.63196 0.65141
C -0.62764 1.27446 0.08305
B 0.70721 3.13822 0.84479
O 1.52770 2.63183 1.79811
P 1.36351 4.60660 -0.28575
Cl 1.40753 6.22660 0.91320
C 3.05217 4.36178 -0.90993
C 3.65697 2.99615 -0.54577
C 4.84317 2.68241 -1.46182
C 4.45637 2.29146 -2.90105
S 3.06449 1.21452 -3.12012
O 1.84808 1.91559 -2.76603
O 3.16040 0.56586 -4.38436
O 3.36648 0.16509 -1.95189
P 0.18627 5.32465 -2.12035
O 1.10587 4.54353 -3.20467
Br -1.60150 4.05836 -2.03458
H -0.92928 3.24505 2.67306
H -2.31322 3.46724 1.59260
H -1.87480 1.83698 2.14782
H 0.04202 1.22041 -0.78290
H -1.63669 1.00868 -0.23368
H -0.30056 0.53613 0.82544
H 2.23756 3.20946 2.10413
H 3.68402 5.18228 -0.55731
H 2.97655 4.45919 -1.99436
H 2.89478 2.22601 -0.63567
H 3.98295 2.98344 0.49689
H 5.44662 3.59219 -1.55706
H 5.49193 1.93323 -1.00911
H 5.28426 1.78863 -3.40272
H 4.19558 3.16191 -3.51268
H 2.52843 -0.25870 -1.69783
H 0.80335 3.65950 -3.47072
C -2.97865 -3.96469 -0.95504
C -2.01510 -2.96233 -0.28487
C -0.64179 -3.58570 0.01867
C -0.59948 -4.48721 1.24974
C -1.17550 -3.76674 2.46621
C -2.59819 -3.25480 2.22861
N -2.58397 -2.39861 0.98932
O -2.19506 -1.20539 1.22334
C -3.56836 -4.43839 2.13104
C -3.06604 -2.39024 3.39391
C -1.82630 -1.80644 -1.26330
H -3.69458 -4.40431 -0.27381
H -3.56378 -3.46073 -1.72486
H -2.42645 -4.77445 -1.43218
H 0.07614 -2.77120 0.16917
H -0.31658 -4.13010 -0.87058
H -1.13056 -5.42369 1.06225
H 0.43717 -4.76268 1.45185
H -1.19077 -4.42591 3.33724
H -0.53104 -2.91827 2.71868
H -4.56844 -4.10254 1.85322
H -3.63131 -4.90615 3.11401
H -3.25373 -5.21058 1.43560
H -2.37257 -1.58015 3.60375
H -3.14494 -3.01734 4.28293
H -4.04670 -1.95983 3.18783
H -2.75654 -1.25404 -1.39815
H -1.51755 -2.20023 -2.23406
H -1.06171 -1.12297 -0.90495
*
```

For the strongest force on any atom, the calculation gives 1.39 eV Å⁻¹. The value obtained for the energy is -5293.2757 hartree. The calculation puts the HOMO-LUMO gap (spin up / spin down) at 6.15 / 7.41 eV. The expectation value of S² is 0.754. The calculation puts the HOMO energy (spin up / spin down) at -10.098 / -11.358 eV.

Atomic partial charges in e from the natural (NBO) method, atoms 1 to 6:
1. C -0.41
2. N -0.79
3. C -0.42
4. B 0.94
5. O -0.85
6. P 0.73

---

(2)
This record from the OMol25 dataset describes C21H18BrLuN4O5 as an isolated structure. The level of theory is ωB97M-V/def2-TZVPD.

ORCA input file:
```
! RIJCOSX wB97M-V def2-TZVPD def2/J DEFGRID3
* xyz 0 1
Lu 0.37117 -0.42985 -0.16746
N 1.63342 -1.60587 1.69266
C 0.74741 -1.71133 2.87593
C -0.75477 -1.46834 2.58414
O -1.55768 -1.67319 3.49758
N -1.05056 -0.96480 1.39867
C -2.46210 -0.55238 1.25685
C -2.62252 0.10276 -0.09102
O -3.70932 0.47565 -0.46290
O -1.49750 0.22181 -0.73273
H 2.52649 -1.14111 1.95696
H 1.94329 -2.53740 1.41199
H 0.84249 -2.67220 3.36914
H 1.02535 -0.97378 3.63822
H -3.15012 -1.39774 1.31022
H -2.79631 0.14174 2.02893
C -2.40056 -3.62711 -1.83258
C -2.75770 -3.03827 -3.04272
C -1.84640 -2.15123 -3.60778
C -0.66333 -1.83186 -2.90947
N -0.36800 -2.35743 -1.71315
C -1.22163 -3.26096 -1.21466
C 0.20534 -0.72774 -3.40844
C 0.18054 -0.31129 -4.72824
C 0.93060 0.78556 -5.10728
C 1.78353 1.41048 -4.21902
C 1.75350 0.93413 -2.91130
N 0.99443 -0.11145 -2.52251
H -3.07407 -4.27504 -1.30083
H -3.70642 -3.26580 -3.52833
H -2.07961 -1.65695 -4.52918
H -1.06098 -3.65597 -0.22381
H -0.46522 -0.75603 -5.46439
H 0.90112 1.14789 -6.14212
H 2.33235 2.31400 -4.46162
H 2.35361 1.40019 -2.14280
Br -0.21870 3.65198 6.11323
C 0.60939 3.31576 4.41764
C 1.81826 3.91366 4.04418
C 2.37489 3.51957 2.81479
C 1.74440 2.56501 2.00757
C 0.51271 2.03980 2.43839
C -0.05354 2.38447 3.64590
C 2.35617 2.13045 0.68663
O 3.31302 2.67770 0.16493
O 1.71754 1.10812 0.16213
H 2.26583 4.64288 4.71153
H 3.32293 3.94897 2.43063
H -0.04381 1.34638 1.84186
H -0.99892 1.97616 3.96364
*
```

For the strongest force on any atom, the calculation gives 1.31 eV Å⁻¹. The value obtained for the energy is -5216.0624 hartree. The calculation puts the HOMO-LUMO gap at 7.85 eV. The calculation puts the HOMO energy at -8.818 eV.

Atomic partial charges in e from the natural (NBO) method, atoms 1 to 6:
1. Lu 2.09
2. N -0.89
3. C -0.32
4. C 0.64
5. O -0.67
6. N -0.85

---

(3)
This record from the OMol25 dataset describes a 2-piece molecular cluster, C4H13NO7PS2 overall. The level of theory is ωB97M-V/def2-TZVPD.

ORCA input file:
```
! RIJCOSX wB97M-V def2-TZVPD def2/J DEFGRID3
* xyz 1 1
C -3.65420 2.38056 -0.58644
N -4.42054 2.30286 0.67155
C -3.81258 1.45876 1.69227
S -1.97609 1.47830 1.64565
P -1.24296 -0.21349 0.50994
O -1.01580 0.17371 -0.85994
O 0.06960 -0.61054 1.28484
O -2.27235 -1.41556 0.59838
H -3.30128 1.40935 -0.96693
H -4.33661 2.77099 -1.34645
H -2.82581 3.09240 -0.54132
H -5.29716 1.84146 0.44459
H -4.08401 1.86146 2.67721
H -4.14687 0.41187 1.67644
H -1.59728 1.18888 2.92182
H 0.80508 -0.39177 0.66940
H -2.40265 -1.67350 -0.33663
C 5.22954 -1.16158 -1.05553
C 4.57798 -2.31405 -0.32326
O 3.22218 -1.88416 -0.11788
S 2.76748 -0.95843 -1.34738
O 2.03558 -1.74853 -2.26391
O 2.23860 0.25025 -0.80128
O 4.21761 -0.68075 -1.95414
H 5.49226 -0.35206 -0.37213
H 6.11269 -1.46766 -1.60925
H 5.05875 -2.53153 0.62617
H 4.55885 -3.21725 -0.93580
*
```

For the strongest force on any atom, the calculation gives 2.33 eV Å⁻¹. The value obtained for the energy is -1879.1467 hartree. The calculation puts the HOMO-LUMO gap at 9.80 eV. The calculation puts the HOMO energy at -13.427 eV.

Atomic partial charges in e from the natural (NBO) method, atoms 1 to 6:
1. C -0.46
2. N -0.61
3. C -0.32
4. S 0.26
5. P 2.24
6. O -1.04

---

(4)
This record from the OMol25 dataset describes a 8-piece molecular cluster, H15O11S overall. The level of theory is ωB97M-V/def2-TZVPD.

ORCA input file:
```
! RIJCOSX wB97M-V def2-TZVPD def2/J DEFGRID3
* xyz -1 1
O 0.43589 -0.15270 0.44270
H -0.06011 0.89030 0.47970
H 1.33889 -0.32570 0.59470
H 0.12489 -0.56270 -0.39230
S -1.45811 -0.21170 -2.66330
O -0.69611 -0.91170 -1.63030
O -0.56811 0.58830 -3.39930
O -2.15011 -1.20570 -3.55030
O -2.40011 0.70430 -2.01330
O 2.79889 -0.02370 1.60870
H 3.34789 0.89530 1.75270
H 3.11989 -0.56170 2.42470
O -1.56811 -3.11770 -0.73230
H -1.20811 -2.33770 -1.12330
H -2.48811 -3.08170 -0.87030
O -0.50511 0.50930 3.46070
H -1.39911 0.40730 3.67170
H -0.17811 -0.44270 3.14070
O 1.77689 -1.91470 -1.36630
H 2.56189 -1.36170 -1.55830
H 0.94789 -1.67270 -1.63230
O -1.74711 1.58830 0.29770
H -2.24611 1.53330 -0.55430
H -1.87211 2.49130 0.78370
O 1.39689 2.47630 0.80570
H 1.14089 3.08330 0.33770
H 1.55389 2.71730 1.68470
*
```

For the strongest force on any atom, the calculation gives 13.81 eV Å⁻¹. The value obtained for the energy is -1234.7796 hartree. The calculation puts the HOMO-LUMO gap at 5.45 eV. The calculation puts the HOMO energy at -3.781 eV.

Atomic partial charges in e from the natural (NBO) method, atoms 1 to 6:
1. O -0.88
2. H 0.61
3. H 0.54
4. H 0.55
5. S 2.65
6. O -1.16

---

(5)
This record from the OMol25 dataset describes a 2-piece molecular cluster, C4H9NO2 overall. The level of theory is ωB97M-V/def2-TZVPD.

ORCA input file:
```
! RIJCOSX wB97M-V def2-TZVPD def2/J DEFGRID3
* xyz 0 1
C -1.66150 -1.39109 0.24476
C -1.15011 -0.18893 0.51212
C 0.09208 0.06298 1.33678
O 1.25197 -0.47399 0.74105
C 1.97473 0.45565 -0.03497
N -1.81427 0.87886 -0.19738
O -1.15434 1.88888 -0.29042
H -1.18816 -2.30080 0.60245
H -2.53121 -1.47914 -0.40166
H 0.20083 1.13997 1.51480
H -0.02554 -0.43481 2.30423
H 2.77016 -0.10136 -0.53534
H 1.34317 0.94364 -0.78752
H 2.42876 1.23178 0.59773
H -0.24126 -0.01789 -2.32796
H -0.24188 -0.66209 -1.95189
*
```

For the strongest force on any atom, the calculation gives 0.52 eV Å⁻¹. The value obtained for the energy is -362.8790 hartree. The calculation puts the HOMO-LUMO gap at 8.64 eV. The calculation puts the HOMO energy at -9.204 eV.

Atomic partial charges in e from the natural (NBO) method, atoms 1 to 6:
1. C -0.28
2. C 0.01
3. C -0.13
4. O -0.53
5. C -0.25
6. N 0.12

---

(6)
This record from the OMol25 dataset describes C24H24BrF3N5O2STa as an isolated structure. The level of theory is ωB97M-V/def2-TZVPD.

ORCA input file:
```
! RIJCOSX wB97M-V def2-TZVPD def2/J DEFGRID3
* xyz 2 1
Ta -0.46486 -2.21794 0.17333
F -6.41210 -2.67834 2.20975
C -5.39173 -2.75736 1.26530
F -5.32745 -1.54794 0.65501
F -5.77972 -3.75046 0.37549
C -4.10048 -3.08523 1.94505
C -3.98664 -3.48079 3.30514
C -2.71249 -3.63452 3.84401
C -1.57142 -3.29665 3.14900
N -1.71997 -2.93680 1.86164
C -2.89594 -2.85755 1.23405
S -2.93489 -2.68743 -0.45901
H -4.89857 -3.80100 3.84611
H -2.62393 -4.03657 4.85284
H -0.54395 -3.28332 3.48576
C 4.67856 1.97980 -1.53267
C 3.66049 3.00465 -1.02194
C 3.30056 4.06853 -2.10720
C 4.25141 3.71426 0.20185
C 2.39076 2.17775 -0.59261
C 2.27610 1.50089 0.66950
C 1.12674 0.89087 1.12035
Br 1.07664 0.38016 2.86869
C 0.07039 0.69698 0.19235
O -0.77805 -0.36902 0.42808
C -0.03399 1.60275 -0.91555
C 1.18139 2.12157 -1.29619
C -1.37463 2.16072 -1.33807
C -1.07957 3.10728 -2.57219
C -1.97935 2.87761 -0.11982
C -2.31736 1.02899 -1.85876
H 5.60388 2.47548 -1.74678
H 4.28903 1.53249 -2.45755
H 4.71636 1.12244 -0.82704
H 4.17817 4.75657 -2.25906
H 2.55127 4.67977 -1.69167
H 2.95313 3.68080 -3.05471
H 4.97243 4.46268 -0.25171
H 4.70050 3.08069 1.00057
H 3.48610 4.30976 0.72817
H 3.16584 1.36301 1.31398
H 1.22577 2.40915 -2.35617
H -0.58693 4.05389 -2.35778
H -2.04171 3.39752 -2.98713
H -0.49228 2.60423 -3.36874
H -1.52526 3.86658 -0.00147
H -1.86858 2.26507 0.76575
H -3.04020 2.97347 -0.21327
H -1.64718 0.38311 -2.36396
H -3.07843 1.44566 -2.51743
H -2.75939 0.45378 -1.00856
N 0.54188 -2.11374 -2.89637
C 0.28258 -2.17048 -1.74468
H 0.65290 -2.15134 -3.87326
O 1.05570 -2.63792 1.17989
N 1.77225 -3.56324 1.96209
C 1.48629 -4.83994 1.64008
C 0.50791 -5.00054 0.61218
N -0.36388 -4.69189 -0.10328
C 1.92984 -5.98459 2.32401
N 2.24606 -7.05434 2.68462
*
```

For the strongest force on any atom, the calculation gives 8.59 eV Å⁻¹. The value obtained for the energy is -4681.2791 hartree. The calculation puts the HOMO-LUMO gap (spin up / spin down) at 4.45 / 4.15 eV. The calculation puts the HOMO energy (spin up / spin down) at -14.109 / -13.845 eV.

Atomic partial charges in e from the natural (NBO) method, atoms 1 to 6:
1. Ta 2.11
2. F -0.31
3. C 0.97
4. F -0.30
5. F -0.30
6. C -0.17